Density functional theory data (ωB97M-V/def2-TZVPD) for a single C4H10N2OS molecule.

DFT total energy = -741.37800 Eh
HOMO = -0.344 Ha
SMILES = NC(=O)NCCCS
energy above the lowest of the compared OMol25 structures with the same formula, charge and spin = 0.0 kcal per mole

Last column: Mulliken charge in e.
Atoms and positions in Å:
1 N 2.7053 1.0659 0.4517  -0.414
2 C 2.0831 -0.0999 0.8403  0.432
3 O 2.6983 -0.9962 1.3772  -0.653
4 N 0.7405 -0.2087 0.5736  -0.058
5 C 0.0089 0.6244 -0.3790  -0.654
6 C -0.9672 -0.1983 -1.2183  -0.710
7 C -2.1041 -0.8776 -0.4715  -0.702
8 S -2.9298 0.1636 0.7968  -0.224
9 H 3.6602 1.0883 0.7637  0.259
10 H 2.1937 1.9345 0.4132  0.212
11 H 0.4240 -1.1514 0.7314  0.185
12 H -0.5346 1.3935 0.1628  0.352
13 H 0.7249 1.0730 -1.0710  0.451
14 H -1.3529 0.4937 -1.9646  0.331
15 H -0.3671 -0.9420 -1.7499  0.364
16 H -2.8788 -1.1954 -1.1695  0.354
17 H -1.7675 -1.7655 0.0593  0.340
18 H -2.3369 -0.4018 1.8537  0.135

Cartesian forces (eV/Å) of the 3 atoms listed first:
N -0.19 0.01 -0.14
C -0.33 0.16 -0.05
O 0.29 -0.44 0.18

***

Density functional theory data (ωB97M-V/def2-TZVPD) for 2 unconnected molecules or ions with the total composition C4H10N2OS in a non-equilibrium geometry.

DFT total energy = -741.06797 Eh
HOMO = -0.254 Ha
energy above the lowest of the compared OMol25 structures with the same formula, charge and spin = 194.5 kcal per mole

Last column: Mulliken charge in e.
Atoms and positions in Å:
1 C -3.1143 0.8621 -0.7892  -0.301
2 N -2.7687 -0.5482 -0.9708  -0.465
3 C 1.5222 -0.7375 0.2688  -0.504
4 C 0.4467 -0.0397 -0.4636  -0.425
5 S 1.0790 1.0260 -1.8275  -0.209
6 C 2.0168 -0.2763 1.5075  0.478
7 N 3.2412 -0.8905 1.8587  -0.470
8 O 1.6251 0.6918 2.1583  -0.597
9 H -3.8826 1.1514 -0.0630  0.298
10 H -3.0690 1.5870 -1.6208  0.216
11 H -2.0576 0.7372 -0.4072  0.039
12 H -3.6970 -1.0082 -0.9565  0.203
13 H 2.1786 -1.3739 -0.3039  0.338
14 H -0.4006 -0.6802 -0.7613  0.499
15 H -0.0374 0.6141 0.2873  0.299
16 H -0.0447 1.4108 -2.4405  0.111
17 H 3.7006 -0.6178 2.7237  0.254
18 H 3.2614 -1.9082 1.7999  0.237

Cartesian forces (eV/Å) of the 3 atoms listed first:
C 2.65 -1.21 0.84
N -2.73 0.12 -2.56
C -1.15 0.32 -2.53

***

Density functional theory data (ωB97M-V/def2-TZVPD) for a single C4H10N2OS molecule in a non-equilibrium geometry.

DFT total energy = -741.24770 Eh
HOMO = -0.293 Ha
SMILES = C/C(=N/N)O[C@@H](C)S
energy above the lowest of the compared OMol25 structures with the same formula, charge and spin = 81.8 kcal per mole

Last column: Mulliken charge in e.
Atoms and positions in Å:
1 C -0.4935 -2.0258 1.1391  -0.759
2 C -1.0655 -0.7757 0.5660  0.511
3 N -2.3780 -0.6692 0.7595  -0.303
4 N -3.1531 0.3831 0.3570  -0.429
5 O -0.4448 0.3364 -0.0808  -0.308
6 C 0.8165 0.4910 -0.3617  0.208
7 C 1.1615 1.6663 -1.1609  -1.217
8 S 1.8176 0.5214 1.3787  -0.265
9 H 0.5485 -1.8087 1.3819  0.315
10 H -0.5451 -2.8156 0.2731  0.174
11 H -1.0901 -2.3610 2.0241  0.290
12 H -2.7679 1.1010 -0.2175  0.194
13 H -4.0813 0.4746 0.7525  0.205
14 H 1.3953 -0.3097 -0.7817  0.354
15 H 2.1294 1.9684 -0.9701  0.389
16 H 1.0322 1.3946 -2.2497  0.292
17 H 0.4330 2.5386 -1.0270  0.263
18 H 3.0246 0.8411 0.9456  0.084

Cartesian forces (eV/Å) of the 3 atoms listed first:
C 0.70 -0.98 -1.83
C -4.99 1.83 0.47
N 2.33 0.24 -0.23

***

Sequential frontier orbital gap output: 10.0620 3.1965 8.7775 eV